(1)
{
  "formula": "C2HF3IOP",
  "method": "ωB97M-V with the def2-TZVPD basis set",
  "species": ["O", "C", "P", "I", "C", "F", "F", "F", "H"],
  "positions_angstrom": [[-0.103, 2.016, 0.112], [0.696, 1.192, 0.372], [1.034, -0.691, -0.217], [0.328, -1.602, 1.922], [1.981, 1.549, 1.191], [3.010, 0.639, 0.992], [1.700, 1.628, 2.486], [2.351, 2.760, 0.827], [-0.184, -0.976, -0.854]],
  "homo_lumo_gap_ha": 0.3161,
  "lumo_ha": -0.032,
  "smiles": "O=C(PI)C(F)(F)F"
}

=====

(2)
{
  "formula": "C3H6N2O",
  "method": "ωB97M-V with the def2-TZVPD basis set",
  "species": ["O", "C", "N", "C", "C", "N", "H", "H", "H", "H", "H", "H"],
  "positions_angstrom": [[2.467, -0.269, -0.613], [1.311, -0.150, -0.270], [0.664, 1.045, 0.082], [-0.765, 0.821, -0.091], [-0.830, -0.603, 0.464], [0.350, -1.144, -0.200], [1.094, 1.883, -0.279], [-1.058, 0.777, -1.161], [-1.377, 1.542, 0.458], [-0.691, -0.620, 1.557], [-1.741, -1.130, 0.182], [0.576, -2.153, -0.128]],
  "homo_lumo_gap_ha": 0.3900,
  "lumo_ha": 0.034,
  "smiles": "O=C1NCCN1"
}

=====

(3)
{
  "formula": "C4H4OP",
  "method": "ωB97M-V with the def2-TZVPD basis set",
  "species": ["C", "C", "C", "C", "O", "P", "H", "H", "H", "H"],
  "positions_angstrom": [[-0.863, 0.267, -0.149], [0.520, 0.334, -0.329], [-1.068, -1.063, 0.393], [1.065, -0.912, -0.068], [0.113, -1.663, 0.437], [-2.196, -2.997, 0.037], [-1.593, 0.995, -0.200], [1.061, 1.178, -0.738], [-1.581, -1.104, 1.378], [2.059, -1.247, 0.099]],
  "charge": 1,
  "homo_lumo_gap_ha": [0.2733, 0.2710],
  "lumo_ha": [-0.237, -0.241]
}

=====

(4)
{
  "formula": "C4H11N3O2",
  "method": "ωB97M-V with the def2-TZVPD basis set",
  "species": ["H", "N", "C", "N", "N", "C", "H", "H", "H", "H", "H", "H", "C", "C", "O", "O", "H", "H", "H", "H"],
  "positions_angstrom": [[-0.063, 2.454, 0.601], [-0.191, 1.482, 0.259], [-0.964, 0.711, 0.961], [-1.671, -0.444, 0.697], [-1.314, 1.084, 2.356], [-2.735, 0.565, 2.695], [-1.624, -1.173, 1.337], [-1.738, -0.810, -0.372], [-1.150, 2.033, 2.574], [-3.629, 0.417, 1.809], [-3.239, 1.106, 3.511], [-2.302, -0.454, 3.114], [3.323, -1.399, -2.701], [2.317, -0.682, -1.958], [1.927, -0.652, -0.783], [1.564, 0.062, -2.819], [4.021, -2.061, -2.206], [3.841, -0.741, -3.286], [2.705, -2.126, -3.415], [0.922, 0.630, -2.374]],
  "homo_lumo_gap_ha": 0.3540,
  "lumo_ha": 0.030,
  "smiles": "[H]/N=C(/N)NC.CC(=O)O"
}

=====

(5)
{
  "formula": "C2H4N5O2",
  "method": "ωB97M-V with the def2-TZVPD basis set",
  "species": ["O", "N", "O", "N", "N", "C", "N", "N", "C", "H", "H", "H", "H"],
  "positions_angstrom": [[0.275, -2.336, 0.105], [0.205, -1.892, 1.217], [0.421, -2.377, 2.268], [-0.346, -0.615, 1.370], [-0.109, 0.331, 0.130], [0.665, 1.424, 0.022], [0.585, 1.863, -1.188], [-0.246, 1.080, -1.848], [-0.724, 0.139, -1.055], [-0.179, -0.150, 2.374], [1.263, 2.019, 0.751], [-0.326, 1.216, -2.832], [-1.484, -0.702, -1.314]],
  "charge": 1,
  "homo_lumo_gap_ha": 0.4334,
  "lumo_ha": -0.156,
  "smiles": "O=[N+]([O-])N[n+]1cn[nH]c1"
}

=====

(6)
{
  "formula": "C2H7NOS2",
  "method": "ωB97M-V with the def2-TZVPD basis set",
  "species": ["C", "C", "N", "O", "S", "S", "H", "H", "H", "H", "H", "H", "H"],
  "positions_angstrom": [[-2.022, -0.888, 0.390], [-1.063, -0.609, 1.576], [2.891, 1.313, -2.332], [-0.461, 0.618, 1.556], [1.394, 0.658, -2.159], [1.024, 0.770, 0.756], [-2.383, -1.873, 0.443], [-2.774, -0.119, 0.268], [-1.320, -0.702, -0.393], [-0.463, -1.455, 1.500], [-1.693, -0.602, 2.515], [3.741, 0.770, -2.461], [3.129, 2.119, -1.660]],
  "homo_lumo_gap_ha": [0.2618, 0.2746],
  "lumo_ha": [-0.048, -0.038]
}

=====

(7)
{
  "formula": "C23H41F6NO11P",
  "method": "ωB97M-V with the def2-TZVPD basis set",
  "species": ["P", "F", "F", "F", "F", "F", "F", "O", "C", "O", "C", "C", "C", "H", "H", "H", "H", "H", "H", "O", "C", "O", "C", "C", "C", "H", "H", "H", "H", "H", "H", "O", "C", "O", "C", "C", "C", "H", "H", "H", "H", "H", "H", "O", "C", "O", "C", "C", "C", "H", "H", "H", "H", "H", "H", "C", "O", "H", "H", "H", "H", "C", "O", "H", "H", "H", "H", "C", "O", "H", "H", "H", "H", "N", "C", "C", "C", "C", "H", "H", "H", "H", "H"],
  "positions_angstrom": [[-0.148, 0.853, -0.042], [1.192, 0.027, -0.310], [0.564, 1.738, 1.202], [0.328, 1.944, -1.167], [-1.515, 1.674, 0.034], [-0.873, -0.087, -1.241], [-0.839, -0.187, 1.033], [6.795, -2.065, -1.004], [6.004, -1.113, -1.026], [4.838, -1.169, -1.861], [4.194, 0.062, -1.723], [4.509, 0.611, -0.367], [5.994, 0.077, -0.153], [3.111, 0.181, -1.754], [4.531, 0.662, -2.569], [3.801, 0.305, 0.403], [4.451, 1.697, -0.430], [6.233, -0.243, 0.862], [6.791, 0.742, -0.485], [1.111, 6.276, 2.612], [1.607, 5.777, 1.621], [1.057, 5.778, 0.389], [1.826, 4.974, -0.527], [2.806, 4.243, 0.373], [2.956, 5.170, 1.523], [2.318, 5.832, -0.984], [1.152, 4.427, -1.186], [3.759, 4.036, -0.115], [2.487, 3.260, 0.718], [3.638, 5.959, 1.208], [3.276, 4.656, 2.430], [-3.298, -3.027, -1.739], [-2.168, -3.326, -2.067], [-1.565, -4.425, -1.644], [-0.365, -4.770, -2.374], [-0.258, -3.746, -3.515], [-1.246, -2.666, -3.156], [-0.471, -5.768, -2.799], [0.467, -4.796, -1.670], [-0.573, -4.055, -4.512], [0.779, -3.433, -3.645], [-1.792, -2.266, -4.010], [-0.657, -1.859, -2.721], [-7.316, 1.545, -2.202], [-6.479, 0.832, -1.735], [-6.743, -0.390, -1.226], [-5.699, -0.875, -0.466], [-4.395, 0.018, -0.726], [-5.059, 1.296, -1.341], [-5.501, -1.906, -0.758], [-5.828, -1.016, 0.607], [-3.699, -0.407, -1.450], [-3.812, 0.169, 0.182], [-4.647, 1.895, -2.153], [-5.174, 1.958, -0.482], [1.131, -3.883, 1.244], [1.707, -2.792, 2.007], [0.742, -3.560, 0.279], [1.846, -4.704, 1.183], [0.313, -4.335, 1.805], [1.631, -1.938, 1.576], [-2.444, 3.452, 2.771], [-3.247, 2.757, 1.850], [-1.479, 3.713, 2.336], [-2.933, 4.372, 3.092], [-2.173, 2.849, 3.638], [-2.657, 2.436, 1.164], [1.495, 0.934, -4.208], [0.205, 0.501, -4.466], [1.825, 1.799, -4.782], [1.839, 1.080, -3.184], [2.123, 0.112, -4.552], [0.068, -0.315, -3.980], [-0.338, -2.714, 4.314], [-0.569, -3.696, 5.313], [-1.766, -3.448, 5.908], [-2.281, -2.214, 5.304], [-1.321, -1.736, 4.381], [0.454, -2.733, 3.687], [0.251, -4.379, 5.482], [-2.233, -3.969, 6.730], [-3.278, -1.829, 5.462], [-1.363, -0.837, 3.783]],
  "charge": -1,
  "homo_lumo_gap_ha": 0.2992,
  "lumo_ha": 0.077
}

=====

(8)
{
  "formula": "C7H9O2P",
  "method": "ωB97M-V with the def2-TZVPD basis set",
  "species": ["C", "C", "C", "C", "C", "C", "P", "C", "O", "O", "H", "H", "H", "H", "H", "H", "H", "H", "H"],
  "positions_angstrom": [[-2.716, -2.648, -0.348], [-1.846, -1.820, -0.188], [-0.848, -0.762, -0.169], [-1.542, 0.495, -0.653], [-0.459, -0.671, 1.304], [0.852, -0.695, 1.550], [1.702, -0.991, -0.012], [2.389, 0.642, -0.217], [2.611, -2.116, -0.183], [0.437, -1.177, -0.976], [-3.252, -3.498, -0.030], [-2.541, 0.290, -0.460], [-1.257, 0.537, -1.778], [-1.019, 1.365, -0.120], [-1.334, -0.597, 2.000], [1.211, -0.719, 2.616], [1.872, 1.357, 0.378], [3.281, 0.755, 0.242], [2.448, 0.960, -1.243]],
  "homo_lumo_gap_ha": 0.4015,
  "lumo_ha": 0.024,
  "smiles": "C#C[C@@]1(C)C=C[P@@](C)(=O)O1"
}

=====

(9)
{
  "formula": "C11H18",
  "method": "ωB97M-V with the def2-TZVPD basis set",
  "species": ["C", "C", "C", "C", "C", "C", "C", "C", "H", "H", "H", "H", "H", "H", "H", "H", "H", "H", "C", "C", "C", "H", "H", "H", "H", "H", "H", "H", "H"],
  "positions_angstrom": [[-1.262, -1.933, 0.908], [-1.844, -0.486, 0.554], [-1.539, -0.016, -0.847], [-1.572, 1.315, -1.240], [-1.283, 1.600, -2.574], [-0.593, 0.698, -3.456], [-0.583, -0.645, -3.068], [-1.129, -1.030, -1.834], [-0.159, -1.740, 1.077], [-1.458, -2.468, -0.192], [-1.872, -2.238, 1.727], [-2.863, -0.461, 0.513], [-1.473, 0.253, 1.203], [-1.882, 2.219, -0.625], [-1.211, 2.641, -2.887], [-0.167, 0.866, -4.452], [-0.080, -1.326, -3.701], [-1.252, -2.111, -1.604], [2.665, 0.833, 4.045], [2.236, -0.270, 3.011], [3.209, 0.185, 1.952], [2.069, 0.822, 4.989], [2.496, 1.852, 3.613], [3.696, 0.723, 4.441], [2.358, -1.333, 3.343], [1.170, -0.218, 2.753], [4.237, 0.293, 2.478], [3.355, -0.475, 1.141], [3.203, 1.198, 1.482]],
  "homo_lumo_gap_ha": 0.3545,
  "lumo_ha": 0.033,
  "smiles": "CCc1ccccc1.CCC"
}